{
  "formula": "C18H26NP2Ru",
  "method": "the ωB97M-V functional and the def2-TZVPD basis",
  "species": ["Ru", "N", "C", "C", "C", "C", "C", "C", "C", "C", "C", "C", "C", "C", "H", "H", "H", "H", "H", "H", "H", "H", "H", "H", "C", "P", "C", "C", "C", "P", "C", "C", "H", "H", "H", "H", "H", "H", "H", "H", "H", "H", "H", "H", "H", "H", "H", "H"],
  "positions_angstrom": [[-0.251, -0.411, -0.456], [1.714, -1.269, -0.819], [2.701, -1.237, 0.270], [3.969, -1.618, -0.045], [4.995, -1.608, 0.923], [4.722, -1.202, 2.226], [3.457, -0.793, 2.545], [2.368, -0.781, 1.595], [1.070, -0.403, 2.085], [1.013, 0.302, 3.339], [-0.148, 0.379, 4.075], [-1.288, -0.255, 3.604], [-1.310, -0.815, 2.300], [-0.187, -0.840, 1.500], [1.505, -2.253, -1.006], [2.167, -0.930, -1.665], [4.208, -1.933, -1.055], [5.993, -1.921, 0.644], [5.500, -1.218, 2.977], [3.259, -0.525, 3.570], [1.901, 0.771, 3.736], [-0.159, 0.898, 5.024], [-2.187, -0.268, 4.209], [-2.242, -1.215, 1.930], [-3.734, -1.519, -0.189], [-2.517, -0.591, -1.132], [-2.469, -1.372, -2.764], [-3.143, 1.098, -1.339], [-2.179, 1.909, -2.205], [-0.445, 1.661, -1.677], [-0.004, 3.045, -0.607], [0.585, 1.824, -3.154], [-4.620, -1.630, -0.819], [-4.028, -0.986, 0.715], [-3.361, -2.510, 0.067], [-3.424, -1.188, -3.262], [-2.341, -2.450, -2.653], [-1.667, -0.984, -3.392], [-3.247, 1.533, -0.341], [-4.145, 1.063, -1.775], [-2.416, 2.973, -2.153], [-2.252, 1.628, -3.258], [-0.106, 3.974, -1.171], [1.027, 2.952, -0.267], [-0.667, 3.088, 0.258], [0.270, 2.719, -3.697], [0.480, 0.963, -3.815], [1.632, 1.944, -2.875]],
  "multiplicity": 5,
  "relative_energy_ev": 0.409,
  "s2": 6.05,
  "total_energy_ev": -41708.537,
  "total_charge": 3,
  "e_homo_ev": [-18.22, -19.17]
}